{
  "formula": "C7H12CuIN4O3",
  "method": "ωB97M-V with the def2-TZVPD basis set",
  "e_homo_ha": [-0.4523, -0.4474],
  "orbital_gap_ev": [8.330, 6.545],
  "e_tot_ha": -2656.4993,
  "spin_multiplicity": 2,
  "relative_energy_kcal_mol": 0.00,
  "total_charge": 1,
  "s2": 0.817,
  "lumo_ev": [-4.0, -5.6],
  "species": ["Cu", "C", "C", "N", "O", "C", "C", "N", "O", "H", "H", "H", "H", "H", "H", "H", "N", "C", "H", "N", "C", "O", "C", "I", "H", "H", "H", "H"],
  "positions_angstrom": [[0.564, -0.479, 1.458], [-3.056, -1.289, -0.844], [-1.899, -0.720, -0.059], [-0.848, -1.432, 0.293], [-1.072, -2.762, 0.026], [-1.819, 0.671, 0.270], [-2.739, 1.775, -0.185], [-0.594, 1.009, 0.886], [-0.350, 2.196, 1.086], [-2.700, -2.124, -1.438], [-3.575, -0.529, -1.466], [-3.794, -1.668, -0.093], [-0.180, -3.209, 0.078], [-2.231, 2.251, -1.087], [-3.049, 2.490, 0.620], [-3.647, 1.328, -0.662], [1.722, -0.359, 4.227], [1.223, -0.470, 3.197], [1.923, -0.371, 5.200], [2.244, 1.484, -0.631], [2.460, 0.184, -0.832], [1.860, -0.693, -0.180], [3.463, -0.385, -1.866], [4.353, 1.213, -3.044], [1.595, 1.789, 0.120], [2.906, 2.048, -1.116], [2.976, -1.033, -2.581], [4.263, -0.918, -1.377]],
  "lowdin_charge": [0.32, 0.01, -0.24, 0.00, 0.02, -0.15, -0.01, -0.13, 0.02, 0.09, 0.09, 0.12, 0.16, 0.13, 0.11, 0.08, 0.19, -0.06, 0.11, 0.18, -0.56, -0.06, -0.47, 0.85, 0.11, -0.01, 0.05, 0.06]
}